# 1
The following is a DFT calculation (ωB97M-V with the def2-TZVPD basis set) of 3 unconnected molecules or ions with the total composition C3HNO3S.

Last column: Löwdin charge in e.
Element x y z (Å)
C -1.60434 -1.30444 2.13216  -0.0366
C 1.54982 0.92768 -0.29938  -0.4043
C -1.70859 -0.19535 -0.73076  -0.9323
N 2.50143 0.82992 -1.03273  0.1920
O -0.92054 -2.19455 2.16433  0.0620
O 0.92647 0.66782 0.64888  0.1337
O -0.95747 -0.96746 -1.18142  0.0819
S -2.51592 0.78664 0.09404  0.8235
H 2.72915 1.44973 -1.79511  0.0800

Forces on the atoms, in the same order (eV/Å):
-0.044 -0.098 0.412
0.959 -1.706 1.900
2.515 -2.105 -0.706
0.434 0.965 -1.722
0.162 -0.162 -0.076
-1.275 0.854 -0.187
-1.032 0.647 -0.197
-1.644 1.719 0.532
-0.074 -0.114 0.045

Frontier orbital gap ... 10.872 eV
E_LUMO ... 0.4 eV

=====

# 2
The following is a DFT calculation (ωB97M-V with the def2-TZVPD basis set) of a molecular structure, C3HNO4S2V.

Last column: Löwdin charge in e.
Element x y z (Å)
C -2.50218 0.96212 -1.53665  0.4079
C -1.92336 -0.08486 -1.39014  -0.0903
O -1.16131 -1.11890 -1.15649  -0.0668
S 0.51106 -0.60676 -1.11460  1.1645
O 1.21201 -1.55588 -0.28115  -0.3475
O 0.48100 0.81671 -0.24495  -0.3047
N 0.64981 0.50590 1.12582  -0.1004
C -0.42512 0.65500 1.77414  -0.6629
S -1.80433 0.43997 2.41809  1.0132
H -2.80174 1.99312 -1.61527  0.1358
O 4.41139 -1.09010 0.48193  -0.2834
V 3.20057 -0.91761 1.51230  1.1346

Forces on the atoms, in the same order (eV/Å):
-1.113 2.833 -0.425
3.184 -5.343 1.033
-3.827 2.421 -0.002
4.017 0.765 -0.139
-0.944 0.419 -0.408
-0.656 -1.180 -0.762
0.447 0.654 1.652
-0.661 -1.276 -0.698
0.718 0.695 0.219
-0.470 -0.115 -0.132
-3.240 0.507 2.778
2.545 -0.380 -3.115

2S+1 ... 2
Total charge ... +2
Frontier orbital gap (alpha / beta) ... 7.786 / 3.857 eV
E_LUMO (alpha / beta) ... -9.1 / -13.0 eV

=====

# 3
The following is a DFT calculation (ωB97M-V with the def2-TZVPD basis set) of a single C3HNOS2 molecule.

Last column: Löwdin charge in e.
Element x y z (Å)
N -2.85654 -1.08522 -0.09108  0.1984
C -1.85928 -0.50259 -0.07283  -0.2447
C -0.62743 0.25919 0.05404  -0.7803
S -0.53797 1.82748 0.03937  0.8828
C 0.56715 -0.73807 0.00033  -0.8482
O 0.41279 -1.90878 0.15749  0.0487
S 2.12487 0.03780 -0.05454  0.8383
H 2.82044 -1.08877 -0.26889  -0.0950

Forces on the atoms, in the same order (eV/Å):
0.712 0.396 -0.138
-0.756 0.040 0.536
-0.081 -2.285 -1.022
0.105 1.186 0.210
0.033 0.575 1.068
-0.475 -0.524 -0.400
0.673 0.737 -0.405
-0.210 -0.125 0.152

Frontier orbital gap ... 7.674 eV
E_LUMO ... -2.4 eV
Structure (SMILES) ... N#CC(=S)C(=O)S

=====

# 4
The following is a DFT calculation (ωB97M-V with the def2-TZVPD basis set) of a molecular structure, C3HNS.

Last column: Löwdin charge in e.
Element x y z (Å)
C -0.55690 0.46623 0.51935  -0.3593
C 0.67594 -0.26613 0.49419  -0.4675
C 0.56524 -0.22150 -1.53100  -0.2821
N 1.68108 -0.84578 0.35248  0.1693
S -0.95977 0.33882 -1.15801  0.8301
H -1.40559 0.52837 1.32299  0.1096

Forces on the atoms, in the same order (eV/Å):
-1.867 -0.854 1.332
0.771 0.180 1.775
-0.454 0.376 -3.137
-0.282 -0.074 1.631
-0.439 0.343 -0.350
2.272 0.029 -1.251

2S+1 ... 3
Frontier orbital gap (alpha / beta) ... 7.394 / 7.822 eV
E_LUMO (alpha / beta) ... -0.7 / -2.2 eV

=====

# 5
The following is a DFT calculation (ωB97M-V with the def2-TZVPD basis set) of a single C3HNS4 molecule.

Last column: Löwdin charge in e.
Element x y z (Å)
S 2.54107 1.57070 -0.20646  0.7318
C 1.20725 0.79696 0.08262  -1.0996
N 0.78475 -0.42480 -0.48531  -0.0395
C -0.56280 -0.60566 -0.36865  -0.9268
S -1.39904 -1.57264 -1.39079  0.7317
C -1.09501 0.12938 0.84572  -1.2065
S -2.29673 -0.48110 1.67842  0.7537
S -0.12803 1.49187 1.18748  0.9508
H 0.94854 -0.90472 -1.34301  0.1044

Forces on the atoms, in the same order (eV/Å):
1.495 0.666 -0.210
-1.349 -0.519 -0.167
-1.878 1.461 1.412
-1.056 -0.749 0.565
0.209 0.506 0.490
-0.144 -0.959 -0.927
-1.010 -0.023 0.764
1.617 -0.630 -0.972
2.117 0.248 -0.956

Frontier orbital gap ... 7.287 eV
E_LUMO ... -1.9 eV
Structure (SMILES) ... S=C1NC(=S)C(=S)S1

=====

# 6
The following is a DFT calculation (ωB97M-V with the def2-TZVPD basis set) of a molecular structure, C3HNdO2.

Last column: Löwdin charge in e.
Element x y z (Å)
O -0.06332 -1.24270 0.01152  -0.1562
O -0.38165 0.92488 0.02727  -0.1574
C -0.83012 -0.24956 -0.05770  -0.7507
Nd 2.15369 0.20931 0.09097  1.8305
C -3.32549 0.21557 0.14814  0.2282
C -2.29623 -0.46747 -0.20348  -0.1616
H -2.90892 -1.45784 0.05596  0.1673

Forces on the atoms, in the same order (eV/Å):
1.325 -0.246 -0.030
0.998 0.455 -0.154
-0.232 -0.391 -0.116
-2.661 -0.387 -0.037
-0.311 0.056 -0.214
-0.184 -0.664 1.161
1.064 1.177 -0.609

2S+1 ... 5
Total charge ... +1
Frontier orbital gap (alpha / beta) ... 7.388 / 7.897 eV
E_LUMO (alpha / beta) ... -5.7 / -5.7 eV

=====

# 7
The following is a DFT calculation (ωB97M-V with the def2-TZVPD basis set) of a gas-phase ion, C3HO2S (charge -1).

Last column: Löwdin charge in e.
Element x y z (Å)
O -0.52853 1.82483 0.69285  -0.0008
C -0.65909 1.25628 -0.34825  -0.7891
O -1.10293 1.60111 -1.39809  -0.0011
C 0.07776 -0.27264 -0.20447  -0.3382
C 0.74011 -1.04437 0.60673  -0.4231
S 0.32943 -2.05367 -0.84497  0.5393
H 1.14325 -1.31154 1.49620  0.0130

Forces on the atoms, in the same order (eV/Å):
0.465 0.851 3.169
1.211 -1.488 -0.220
-1.026 -0.281 -2.800
0.370 -0.131 1.208
-2.026 1.462 -3.230
-0.125 -0.088 -0.527
1.132 -0.324 2.399

Total charge ... -1
Frontier orbital gap ... 7.138 eV
E_LUMO ... 3.5 eV
Structure (SMILES) ... O=C([O-])C1=CS1

=====

# 8
The following is a DFT calculation (ωB97M-V with the def2-TZVPD basis set) of a molecular structure, C3HO3Pt.

Last column: Löwdin charge in e.
Element x y z (Å)
O -0.24336 -1.12387 0.02447  -0.1181
C -1.58128 -0.81005 -0.13201  -0.1838
H -2.31051 -1.48427 0.31011  0.1064
C -1.95228 0.33525 -0.69281  -0.1879
O -2.12278 1.50707 -0.76326  0.0981
C 0.52856 0.01299 -0.11625  -0.3540
O 1.39705 -0.13891 -0.98918  -0.4493
Pt 2.58009 1.07987 -1.38878  0.0886

Forces on the atoms, in the same order (eV/Å):
-0.971 -1.749 -0.740
-0.079 -0.265 0.413
0.229 0.086 -0.427
0.801 1.947 1.681
-0.747 -1.380 -1.103
-0.042 1.571 0.435
-5.787 -6.612 2.107
6.597 6.403 -2.366

2S+1 ... 3
Total charge ... -1
Frontier orbital gap (alpha / beta) ... 5.030 / 7.235 eV
E_LUMO (alpha / beta) ... 3.5 / 3.2 eV

=====

# 9
The following is a DFT calculation (ωB97M-V with the def2-TZVPD basis set) of 2 unconnected molecules or ions with the total composition C3HO4.

Last column: Löwdin charge in e.
Element x y z (Å)
C 0.41001 0.21066 -0.97167  -0.4100
C -0.48543 1.04827 -0.54150  -0.2716
C -0.00443 -0.98617 1.26200  -0.4688
O -1.43258 1.77611 -0.60952  0.0310
O -0.20703 -2.15587 1.40247  0.0789
O 0.98454 -0.88067 -0.60008  -0.1459
O -0.34867 0.11805 1.60956  0.0739
H 1.08359 0.86963 -1.55126  0.1125

Forces on the atoms, in the same order (eV/Å):
2.282 0.733 -1.577
-2.260 1.332 -0.296
-2.083 -0.502 0.383
0.328 0.025 0.464
1.136 0.740 -0.163
-0.678 -1.319 2.510
1.480 -1.267 -0.679
-0.205 0.259 -0.641

Total charge ... -1
Frontier orbital gap ... 6.696 eV
E_LUMO ... 4.1 eV

=====

# 10
The following is a DFT calculation (ωB97M-V with the def2-TZVPD basis set) of a molecular structure, C3LiMnO6.

Last column: Löwdin charge in e.
Element x y z (Å)
O -0.52734 2.06148 0.16457  -0.1323
C -0.58306 0.81959 -0.02494  -0.5701
O 0.47503 0.13262 -0.02431  -0.1390
C 3.34426 -1.15369 -0.26011  -0.4491
O 4.23436 -0.41200 -0.19765  0.1598
O 2.52827 -1.97825 -0.21944  0.2002
Mn 1.44522 1.79650 0.65782  0.8741
C -1.97688 0.10003 -0.05656  -0.6224
O -2.99416 0.73118 0.31171  -0.0788
O -1.98961 -1.12552 -0.31710  -0.0780
Li -3.95609 -0.97194 -0.03399  0.8355

Forces on the atoms, in the same order (eV/Å):
-0.657 0.316 -0.239
-0.828 -0.274 0.300
-0.255 -0.692 -0.352
0.088 -1.102 0.748
-0.175 0.429 -0.392
0.131 0.501 -0.392
1.119 0.740 0.424
0.086 -0.447 0.490
-0.129 0.169 -0.285
-0.198 -0.044 -0.352
0.819 0.403 0.051

2S+1 ... 7
Frontier orbital gap (alpha / beta) ... 5.995 / 9.431 eV
E_LUMO (alpha / beta) ... -0.7 / -0.7 eV

=====

Table of strongest force on any atom (eV Å⁻¹), in record order: 3.35 6.30 2.50 3.19 2.77 2.69 4.08 9.49 2.92 1.41
Table of calculated total energy (Eh), in record order: -793.58364 -2209.96575 -1041.23754 -567.57956 -1762.38427 -826.40568 -663.55826 -459.71638 -415.86848 -1724.37398